1.
Molecular formula: C23H13Cl52N3OS
Method: DFT, wB97M-V/def2-TZVPD

```
93
Properties=species:S:1:pos:R:3:forces:R:3:mulliken_charge:R:1
C 4.13952 -2.97253 -1.03903 0.3158 -0.2462 -0.0163 -0.2199
C 4.90030 -1.66057 -1.35841 -0.9477 -1.0563 -0.7455 -0.3520
O 3.93665 -0.64936 -1.65705 0.7055 0.2034 0.6822 -0.3506
C 4.21850 0.61827 -1.09419 -0.7047 0.7096 -0.2326 -0.7500
C 3.25014 1.00034 0.05451 0.1467 0.3884 -0.5607 -0.9214
C 1.83751 1.14415 -0.47595 -0.4994 -0.3458 0.1438 -0.2085
C 1.13282 -0.04497 -0.89586 0.3032 0.3733 0.2065 -0.0539
C -0.13295 -0.06188 -1.40006 0.6562 -0.0608 -0.4426 -0.4861
N -0.71863 -1.30970 -1.81002 0.3115 0.5201 0.1670 0.1599
C -0.83286 1.20058 -1.49033 1.1648 -1.1454 -0.5861 0.4634
N -2.08065 1.35500 -1.93619 0.7045 1.5465 0.3542 -0.1139
S -2.31360 2.96908 -1.80423 0.2586 -0.4836 -0.8485 0.0636
N -0.88967 3.48366 -1.24944 -0.1082 -0.5549 0.0035 -0.6120
C -0.11980 2.39341 -1.08913 -0.7461 0.0775 -0.3800 1.1697
C 1.21868 2.35617 -0.58923 0.0687 -0.0562 0.2088 -0.9807
H 3.07014 -2.80089 -0.88939 0.1858 0.1723 0.0782 0.0763
H 4.53711 -3.47700 -0.15333 -0.1069 0.1610 -0.1158 -0.1921
H 4.22453 -3.69040 -1.86368 -0.0197 0.1796 0.0957 0.3041
H 5.44655 -1.85067 -2.29275 0.3671 0.2584 0.3746 0.2082
H 5.58612 -1.38806 -0.55144 -0.1493 0.1799 -0.0926 0.3986
H 5.26384 0.74283 -0.78800 -0.1035 -0.2931 0.0346 0.4693
H 4.02921 1.35867 -1.88689 0.1956 -0.1132 0.1014 0.3896
H 3.57483 1.98879 0.40821 -0.0155 -0.2269 0.0956 0.4125
H 3.30575 0.29970 0.89434 -0.0494 -0.0203 -0.1638 0.2708
H 1.68183 -0.97886 -0.80896 -0.1750 0.0959 -0.0788 0.3214
H -0.27690 -2.00984 -1.22179 -0.2561 -0.1074 0.0103 0.2106
H -0.37252 -1.53119 -2.74329 -0.4650 0.1537 0.0995 -0.1386
H 1.72531 3.28690 -0.30306 -0.5130 -1.0560 0.3012 0.6046
C 5.09046 -5.97855 2.32881 -0.1376 0.0183 0.0624 0.3323
Cl 6.26292 -7.16935 1.77165 -0.0506 0.0653 0.0236 -0.0816
Cl 4.72704 -6.27911 4.03108 -0.0015 0.0477 -0.0321 -0.0957
Cl 5.71563 -4.31554 2.15908 -0.2381 -0.2630 0.2416 -0.1428
Cl 3.61199 -6.12956 1.37126 0.0190 0.0461 0.0155 -0.0703
C -0.13762 -4.41326 -4.94133 -0.0602 -0.0269 0.0027 0.2800
Cl -1.82600 -4.75132 -4.55257 0.0249 -0.0050 -0.1216 -0.0321
Cl 0.17716 -2.67638 -4.76812 0.0548 -0.1369 -0.2295 -0.1473
Cl 0.91626 -5.31113 -3.84053 -0.0193 0.0415 -0.0132 -0.0759
Cl 0.19427 -4.90195 -6.60509 0.0113 0.0313 0.0492 -0.0937
C 2.71136 6.58633 -1.79956 0.0043 -0.0218 -0.0140 0.2594
Cl 3.74363 6.52202 -3.23372 -0.0312 0.0021 0.0356 -0.0995
Cl 1.33910 7.65826 -2.10843 0.0246 -0.0372 0.0079 -0.1053
Cl 2.11417 4.95871 -1.42734 0.3325 0.9856 -0.4883 -0.0521
Cl 3.64274 7.19907 -0.42882 -0.0224 -0.0797 -0.0695 -0.0707
C -3.06587 -4.72060 -0.70477 -0.0992 0.1061 0.0445 0.0583
Cl -3.27012 -4.41205 1.02433 0.0288 0.0019 -0.0434 -0.0929
Cl -1.39606 -4.37527 -1.17321 0.0607 -0.2417 0.1898 0.0181
Cl -3.43565 -6.41526 -1.05206 0.0311 0.2109 0.0323 0.0136
Cl -4.14855 -3.67627 -1.62540 0.0553 -0.0941 0.1048 -0.0028
C -3.72989 5.10344 1.85169 -0.0466 -0.0914 0.0597 0.2003
Cl -3.45002 3.82858 0.64987 -0.3139 0.4255 0.7576 0.0531
Cl -2.89160 4.70149 3.35261 0.0077 0.0451 -0.0585 -0.0333
Cl -3.11546 6.63764 1.22661 -0.0145 -0.0502 -0.0059 -0.1043
Cl -5.46572 5.24758 2.16922 0.0454 -0.0022 0.0029 -0.1203
C -2.20116 -0.08937 2.46958 -0.0524 -0.0303 -0.0938 0.2027
Cl -1.72441 0.19268 0.78725 -0.5441 -0.1842 1.2846 0.2106
Cl -1.37112 -1.53111 3.08115 -0.0231 0.0257 -0.0208 -0.1204
Cl -1.75082 1.30910 3.45088 -0.0059 -0.0446 -0.0221 -0.0888
Cl -3.95157 -0.33572 2.56059 0.0687 0.0076 -0.0038 -0.1241
C -4.02386 4.41705 7.57422 -0.1053 0.0046 -0.0239 0.3213
Cl -2.34284 4.13227 7.09159 -0.0036 -0.0081 0.0092 -0.1006
Cl -4.05589 5.44757 9.01043 0.0255 -0.0345 -0.0337 -0.0966
Cl -4.88516 5.21275 6.25437 -0.0009 -0.0027 0.0703 -0.0720
Cl -4.79226 2.87162 7.94326 -0.2654 0.2860 -0.3201 -0.0531
C -5.59269 -10.02378 -1.49790 -0.0541 0.0104 0.0019 0.3722
Cl -5.80269 -11.22589 -0.21992 0.0140 0.0348 -0.0361 -0.0918
Cl -5.99223 -10.74641 -3.06026 0.0189 0.0213 0.0435 -0.0916
Cl -6.65612 -8.64593 -1.19451 0.0415 -0.0324 -0.0090 -0.0946
Cl -3.91112 -9.47327 -1.51710 -0.0263 -0.2064 -0.0346 -0.0945
C -5.39973 -0.86673 -4.26860 -0.0303 0.0931 0.0860 0.1368
Cl -6.98126 -1.56888 -3.89226 0.0277 -0.0134 -0.0298 -0.1003
Cl -5.52856 0.15387 -5.70489 -0.0307 -0.0786 -0.0022 -0.0559
Cl -4.84422 0.10503 -2.90643 -0.0060 -0.0783 -0.0503 0.0217
Cl -4.23611 -2.16352 -4.56200 -0.0033 0.0713 -0.1713 -0.0041
C -3.67233 0.08643 10.83274 0.0632 0.0168 0.0179 0.3330
Cl -4.35639 0.86532 12.26477 0.0115 -0.0211 -0.0375 -0.0970
Cl -2.49472 -1.13504 11.33178 -0.0465 0.0238 -0.0126 -0.1035
Cl -4.96740 -0.68717 9.90813 0.0190 0.0217 0.0112 -0.1038
Cl -2.88154 1.30004 9.82416 0.2692 -0.2863 0.3185 -0.0305
C -5.14756 4.06347 -6.63451 0.0144 0.0022 0.0464 0.2368
Cl -5.01853 2.83201 -7.90055 0.0048 0.0490 0.0354 -0.1001
Cl -4.27325 3.52780 -5.19483 -0.0066 0.0323 -0.0472 0.0540
Cl -4.44753 5.57819 -7.21794 -0.0228 -0.0405 0.0032 -0.1084
Cl -6.84979 4.31546 -6.23234 0.0495 -0.0234 -0.0094 -0.0923
C 3.65946 11.17407 1.06433 -0.0497 0.0133 -0.0240 0.3491
Cl 2.99363 11.94722 2.50752 0.0272 -0.0238 -0.0301 -0.0974
Cl 4.80141 9.91044 1.54944 -0.0278 0.0491 0.0016 -0.1078
Cl 2.34860 10.45886 0.12040 0.0520 0.0631 0.0509 -0.0545
Cl 4.50166 12.37991 0.08444 -0.0122 -0.0368 0.0274 -0.0962
C 9.63909 -5.29390 -0.26894 0.0485 0.0403 0.0353 0.2991
Cl 8.37594 -4.78390 0.85692 0.4216 0.0523 -0.2991 0.0157
Cl 10.98154 -4.14350 -0.22163 -0.0365 -0.0419 -0.0074 -0.1029
Cl 10.22154 -6.89937 0.19224 -0.0235 0.0376 -0.0121 -0.1048
Cl 8.97402 -5.35684 -1.90612 0.0101 0.0004 0.0397 -0.1026
```
Forces are in eV/Å.

- multiplicity = 1
- lowest unoccupied orbital energy (eV) = -0.66
- HOMO-LUMO gap (eV) = 7.98
- net charge = 0

2.
Molecular formula: C23H13Cl6ErN4O
Method: DFT, wB97M-V/def2-TZVPD

```
48
Properties=species:S:1:pos:R:3:forces:R:3:lowdin_spin:R:1
Er -0.07320 -0.28442 0.19413 -1.1255 -0.4356 -3.2874 3.0183
C 1.84113 -3.54864 -2.49302 -0.0799 0.1191 0.0060 0.0000
C 1.70765 -3.03796 -3.77516 -0.0231 0.0981 0.2999 0.0000
C 0.97774 -1.87288 -3.96481 -0.1659 0.2134 0.3731 -0.0001
C 0.40013 -1.24397 -2.86636 0.2772 -0.3464 -0.0922 -0.0001
N 0.56311 -1.72978 -1.61139 -0.0410 -0.0386 -0.4339 -0.0036
C 1.26060 -2.85534 -1.44097 -0.0064 -0.1741 -0.0112 0.0002
C -0.51757 -0.08208 -2.98595 -0.3576 0.3872 -0.1839 0.0002
C -0.85079 0.55945 -4.17833 0.0871 -0.0913 0.3320 0.0001
C -1.86660 1.50552 -4.16204 0.0518 -0.1037 0.2531 0.0001
C -2.55269 1.77001 -2.98420 0.1630 -0.1643 0.2727 0.0000
C -2.14133 1.13202 -1.81414 0.1848 -0.0136 -0.5164 0.0001
N -1.11752 0.26486 -1.83586 -0.3661 0.2258 -0.6685 -0.0015
C -2.79850 1.26220 -0.48755 -0.3193 0.0871 0.3496 0.0000
C -3.78115 2.20968 -0.21586 0.2936 -0.2717 -0.0325 -0.0001
C -4.38712 2.21996 1.03441 0.1968 -0.1896 0.0212 0.0002
C -3.99276 1.28842 1.98229 0.1010 -0.0211 -0.1774 0.0000
C -2.99089 0.38811 1.64720 -0.1780 -0.0426 0.0938 0.0002
N -2.39693 0.36636 0.45106 -0.2596 0.3454 -0.2324 -0.0036
H 2.37603 -4.46595 -2.30557 0.0550 -0.0582 0.0287 0.0000
H 2.15731 -3.53583 -4.61861 0.0397 -0.0979 -0.0980 0.0000
H 0.84543 -1.47309 -4.95575 -0.0275 0.0345 -0.1111 0.0000
H 1.34076 -3.21563 -0.41717 0.0080 0.0134 -0.2262 0.0001
H -0.34167 0.34033 -5.10136 0.0385 -0.1100 -0.0896 0.0000
H -2.14281 2.01448 -5.07339 -0.0351 0.0152 -0.0555 0.0000
H -3.38877 2.44685 -2.99000 -0.1131 0.1057 0.0295 0.0000
H -4.06072 2.94141 -0.95748 -0.0424 -0.0054 -0.0731 0.0000
H -5.15477 2.94327 1.26033 -0.0617 0.0824 0.0235 0.0000
H -4.43734 1.26518 2.96469 -0.0399 -0.0533 0.0518 0.0000
H -2.65741 -0.36027 2.36020 0.0165 0.1054 0.0125 0.0001
Cl 1.65617 2.50806 6.56913 0.0119 0.0879 0.0838 -0.0002
C 1.37364 1.53417 5.18799 -0.1120 -0.2305 -0.4589 -0.0006
C 0.78977 2.09067 4.05404 0.1398 -0.0477 0.1217 0.0001
C 0.58229 1.27773 2.95714 0.4094 -0.8475 0.6225 -0.0003
Cl -0.01598 1.96788 1.46217 -0.0140 1.3732 0.3336 -0.0030
C 0.85855 -0.10077 2.94166 0.5621 0.5290 1.7603 0.0018
O 0.55596 -0.87233 1.91783 0.4937 -1.1188 2.0608 -0.0067
C 1.48402 -0.60971 4.10333 -0.2986 0.2649 -0.5667 -0.0003
Cl 1.91932 -2.27234 4.10094 0.0205 -0.0872 0.1081 -0.0002
C 1.74675 0.19214 5.19643 -0.0611 0.2063 0.0524 0.0003
H 0.51471 3.13137 4.03332 0.0263 0.1766 -0.0194 0.0000
H 2.23503 -0.21979 6.06589 0.0049 -0.0785 0.0601 0.0000
Cl 5.18833 -1.40299 -1.43404 -0.2707 0.1565 0.6405 0.0002
C 4.43571 -1.15192 0.17094 1.4278 -1.1119 0.2266 0.0000
Cl 3.76512 -2.70196 0.80481 0.5293 0.3505 -0.0252 0.0000
Cl 5.56992 -0.42425 1.33580 -0.5868 -0.2527 -0.5750 0.0001
C 3.26405 -0.35042 0.00392 -1.5719 1.2599 -0.2506 0.0007
N 2.25728 0.19219 -0.13064 1.0183 -0.2456 -0.0326 -0.0025
```
Forces are in eV/Å.

- multiplicity = 4
- lowest unoccupied orbital energy (spin up / spin down) (eV) = -6.77 / -6.75
- HOMO-LUMO gap (spin up / spin down) (eV) = 6.76 / 6.78
- net charge = +2

3.
Molecular formula: C23H14BrCl5F6N3O11RuS3
Method: DFT, wB97M-V/def2-TZVPD

```
67
Properties=species:S:1:pos:R:3:forces:R:3:lowdin_spin:R:1
Ru 1.29006 -0.01437 0.51269 0.1912 0.0920 0.1452 4.0409
N 0.80093 -1.33190 2.65553 -0.7627 0.4987 -0.1073 0.0896
N 0.07427 -0.42178 3.49681 1.0461 -0.2137 -0.8213 0.0036
C -0.23274 0.88497 3.01933 -0.8011 -0.3429 0.2955 0.0156
O -1.08761 1.51113 3.63864 0.5571 -0.2445 -0.1472 0.0210
O 0.41552 1.27353 1.98587 0.4264 -0.2094 -0.4509 0.1571
H 0.20181 -2.03754 2.21783 -0.1944 0.3680 0.2001 0.0007
H 1.44993 -1.84511 3.22525 0.5510 0.0999 0.1568 0.0023
H -0.65430 -0.84680 4.01654 -0.7295 -0.2154 0.4343 0.0019
Cl 4.03415 1.83746 1.49817 -0.4280 1.0571 -0.0779 0.0183
C 4.40771 0.19543 1.34957 0.2308 -0.9798 0.2004 0.0245
C 3.40651 -0.69498 0.98656 -0.2204 -0.5990 0.2124 0.1386
C 3.74350 -2.05045 0.94247 -0.8620 0.9517 -0.1258 0.0250
Cl 2.45277 -3.19793 0.64499 0.2223 0.0543 -0.0775 0.0199
C 5.03144 -2.49100 1.15306 0.0330 -1.0034 -0.0505 0.0035
Cl 5.43309 -4.17295 0.89813 -0.0745 0.2867 0.1291 0.0045
C 5.99758 -1.60035 1.56839 0.4365 0.5352 -0.2405 0.0014
Cl 7.61094 -2.18187 1.80653 0.0484 0.2209 0.1614 0.0004
C 5.68826 -0.23670 1.68472 0.0460 -0.7083 -0.0875 0.0035
Cl 6.88546 0.86002 2.24809 0.1933 0.1330 0.0356 0.0039
C -5.44043 3.85818 1.34091 0.2796 -0.3447 0.0751 0.0000
C -4.05473 3.61037 0.77335 0.4376 0.9465 0.6051 0.0001
C -2.97109 4.48006 0.98524 -0.4591 -0.0171 -0.1416 0.0001
C -1.70736 4.24243 0.45840 -0.0532 -0.0991 -0.0081 0.0005
C -1.50554 3.06820 -0.26244 -0.3163 -0.0564 0.3403 0.0019
C -2.55938 2.15156 -0.41095 0.7312 1.0439 0.1547 0.0004
C -3.82235 2.46148 0.05323 -0.2768 -0.5603 -0.0583 0.0000
S 0.07679 2.69613 -1.00268 0.2088 1.2711 0.3888 0.0109
O -0.03417 3.08391 -2.39231 -0.0377 0.0397 -0.2081 0.0099
O 0.10394 1.22083 -0.87891 0.4291 -0.3178 0.2347 0.0967
O 1.12045 3.39888 -0.25918 -0.7801 -0.7075 -0.3311 0.0026
H -5.72708 4.90144 1.35166 0.1213 0.3865 -0.0143 0.0000
H -5.57166 3.47656 2.37690 0.1696 0.0438 -0.6651 0.0000
H -6.12308 3.35047 0.66306 -0.3648 -0.1180 0.2572 0.0000
H -3.13456 5.38739 1.54742 -0.0351 0.1307 0.1867 0.0000
H -0.89062 4.95050 0.64849 -0.3084 -0.4521 -0.2081 0.0000
H -2.34054 1.21395 -0.85358 -0.0080 -0.7023 -0.5176 0.0001
H -4.66410 1.78716 -0.10843 0.3267 -0.1045 0.0070 0.0000
F -0.60536 -3.97119 -0.92550 0.1962 0.2799 -0.1420 0.0001
C -1.62310 -3.14391 -1.17000 -0.2717 -0.5113 0.3458 0.0011
F -2.70960 -3.91501 -1.36113 0.0798 0.1196 -0.2277 0.0004
F -1.39257 -2.42876 -2.25803 0.0147 -0.1330 0.1266 0.0001
S -1.99090 -2.05449 0.26865 0.2095 0.1068 0.0106 0.0049
O -0.79286 -1.23064 0.39215 -1.0291 -0.7166 0.2322 0.0472
O -3.22842 -1.44340 -0.09960 0.2114 0.3426 0.1057 0.0039
N -2.07177 -3.08706 1.47389 1.4241 0.4681 -0.8363 0.0012
S -3.33795 -3.58702 2.21711 -1.6483 -0.2544 0.8200 0.0003
O -3.11159 -4.83438 2.90287 0.3872 0.4652 -0.4057 0.0002
O -4.59442 -3.41424 1.54859 0.1071 -0.1871 -0.4652 0.0001
C -3.48075 -2.33219 3.55081 -0.6038 -1.1039 0.1609 0.0000
F -4.67532 -2.47120 4.16961 0.2179 0.1904 -0.1693 0.0000
F -3.36438 -1.12215 3.08073 -0.1023 1.0018 -0.3102 0.0001
F -2.54559 -2.52638 4.46581 0.7739 0.0087 0.7423 0.0001
Br 2.20053 -3.05200 -3.80130 0.2192 -0.0734 0.0673 0.0018
C 2.37008 -1.27414 -4.43502 -0.5675 0.6226 0.2626 0.0019
C 2.54084 -1.08641 -5.79888 0.1810 -1.0818 -0.4248 0.0001
C 2.52534 0.20410 -6.31263 0.1377 -0.5846 -1.0187 0.0015
C 2.27557 1.27998 -5.50076 -0.4333 0.5181 0.1526 0.0001
C 2.10748 1.09157 -4.13848 0.5792 0.5623 0.5404 0.0021
C 2.19089 -0.17455 -3.57265 0.0153 -0.7336 -0.2077 0.0046
C 2.08253 -0.26471 -2.05386 -0.1540 -0.1682 -1.7180 0.0133
O 2.79799 0.51740 -1.43174 0.5323 0.8685 1.0350 0.1070
O 1.24591 -1.03691 -1.54078 -0.2733 -0.7158 0.5088 0.1085
H 2.65002 -1.99270 -6.45754 -0.0304 1.1751 0.7253 0.0000
H 2.69325 0.34339 -7.38588 -0.1568 -0.0250 0.3475 0.0001
H 2.13186 2.26874 -5.93229 0.2640 -0.1175 0.1390 0.0000
H 2.00853 1.95997 -3.47343 -0.2544 -0.4870 -0.2787 0.0001
```
Forces are in eV/Å.

- multiplicity = 6
- lowest unoccupied orbital energy (spin up / spin down) (eV) = 3.71 / 3.28
- energy above the lowest of the compared OMol25 structures with the same formula, charge and spin (kcal/mol) = 0.0
- HOMO-LUMO gap (spin up / spin down) (eV) = 7.12 / 7.60
- net charge = -2